[1]
{
  "formula": "C2H6OS",
  "method": "ωB97M-V/def2-TZVPD",
  "charge": 0,
  "relative_energy_ev": 1.7488,
  "energy_ev": -15051.6829,
  "orbital_gap_ha": 0.351,
  "smiles": "C=CO.S",
  "symbols": ["C", "C", "O", "S", "H", "H", "H", "H", "H", "H"],
  "positions_angstrom": [[-1.273326, 0.631278, -0.753947], [-0.700236, -0.574971, -0.336653], [-0.224404, -0.797927, 0.944570], [2.266299, 0.444934, 0.186158], [3.366502, -0.207576, 0.872927], [-1.344324, 1.552990, -0.302017], [-1.667355, 0.634629, -1.763218], [-0.935377, -1.387645, -0.895153], [-0.604594, -0.083574, 1.503116], [1.116816, -0.212139, 0.544213]],
  "forces_ev_per_a": [[1.65, -4.76, -0.77], [-2.90, 5.86, 1.00], [-1.60, 0.10, 0.12], [2.23, 0.04, 0.22], [-2.18, 0.65, -0.80], [0.26, 1.70, 1.55], [0.00, -0.22, 0.01], [0.28, -2.65, -1.52], [0.50, -0.62, -0.31], [1.78, -0.10, 0.50]],
  "nbo_charge": [-0.47, 0.12, -0.68, -0.42, 0.16, 0.20, 0.21, 0.19, 0.50, 0.19]
}

---

[2]
{
  "formula": "C2H6OS2",
  "method": "ωB97M-V/def2-TZVPD",
  "charge": 0,
  "relative_energy_ev": 1.6580,
  "energy_ev": -25887.0385,
  "orbital_gap_ha": 0.351,
  "smiles": "C=CO.SS",
  "symbols": ["S", "S", "H", "H", "C", "C", "O", "H", "H", "H", "H"],
  "positions_angstrom": [[2.054363, 1.591732, -0.803202], [3.218492, -0.070694, -0.414861], [1.066428, 1.277158, 0.040896], [2.946823, -0.458352, -1.683899], [-2.109689, -0.265342, -0.207699], [-0.914603, -0.394815, 0.375228], [-0.857598, -0.541382, 1.798560], [-1.993473, -0.018766, -1.231777], [-3.059081, -0.686369, 0.032216], [-0.043484, -0.667661, -0.114617], [-0.308177, 0.234492, 2.209156]],
  "forces_ev_per_a": [[0.05, 0.51, 0.46], [-0.28, 0.06, -0.93], [-0.18, 0.07, -0.07], [0.42, -0.55, 0.50], [1.79, -0.63, -0.82], [-2.95, 0.02, 3.42], [1.48, 1.69, -0.03], [-0.13, -0.26, -1.21], [-0.60, 0.76, 1.19], [1.87, 0.57, -1.11], [-1.46, -2.25, -1.40]],
  "nbo_charge": [-0.13, -0.13, 0.12, 0.14, -0.46, 0.12, -0.74, 0.19, 0.22, 0.18, 0.48]
}